(1)
This record from the OMol25 dataset describes a molecular structure, C30H35CoN4OSSb at a distorted geometry. The level of theory is wB97M-V/def2-TZVPD.

The geometry in XYZ format:
```
73
Properties=species:S:1:pos:R:3:forces:R:3
Co 0.224 0.139 -1.556 -0.302 -0.065 -1.249
O 1.933 0.296 -2.562 0.076 -0.610 0.579
N 2.662 1.375 -2.321 -0.467 -0.073 -0.054
C 3.984 1.247 -2.405 1.068 0.069 -0.125
C 4.817 2.322 -2.225 0.126 -0.514 -0.105
C 4.241 3.558 -1.951 0.441 0.329 0.025
C 2.891 3.657 -1.840 -0.837 -0.068 0.049
C 2.044 2.528 -1.993 0.067 0.941 0.201
S 0.358 2.545 -1.734 -0.126 -0.311 -0.054
H 4.315 0.242 -2.628 -0.012 0.091 0.017
H 5.887 2.190 -2.296 -0.042 -0.024 -0.012
H 4.866 4.435 -1.816 -0.073 -0.095 -0.001
H 2.418 4.601 -1.604 -0.046 -0.050 -0.016
C -1.771 2.768 2.074 -0.046 0.005 0.045
C -2.165 1.886 3.234 -0.067 0.191 0.023
C -3.165 2.293 4.121 0.117 0.064 -0.184
C -3.514 1.535 5.225 -0.055 -0.023 0.066
C -2.859 0.340 5.475 0.096 -0.101 -0.013
C -1.880 -0.098 4.593 -0.135 -0.091 0.202
C -1.540 0.659 3.481 0.146 0.033 -0.236
N -0.523 0.168 2.609 -0.167 -0.016 -0.096
C -0.669 0.016 1.242 -0.312 0.002 0.548
N -1.948 -0.092 0.832 -0.243 -0.006 -0.233
C -2.496 -0.077 -0.484 -0.020 -0.061 0.322
C -1.691 -0.010 -1.614 0.470 0.177 0.530
C -2.341 0.013 -2.846 -0.099 0.006 -0.122
C -3.726 -0.030 -2.950 0.068 -0.013 0.029
C -4.495 -0.098 -1.796 -0.043 -0.026 0.026
C -3.894 -0.125 -0.544 -0.209 -0.009 0.026
C -4.735 -0.190 0.712 0.029 0.002 -0.061
N 0.334 -0.060 0.447 0.514 -0.029 -0.134
C 1.639 0.088 0.987 0.106 -0.101 -0.067
C 2.230 1.346 1.038 0.169 0.162 -0.016
C 3.546 1.490 1.465 -0.083 0.008 -0.024
C 4.274 0.372 1.849 -0.038 -0.005 -0.033
C 3.672 -0.880 1.821 -0.103 -0.013 0.022
C 2.352 -1.044 1.402 0.070 -0.084 0.069
C 1.688 -2.399 1.416 0.137 0.083 0.100
H -1.967 3.814 2.314 0.007 -0.074 -0.011
H -2.331 2.524 1.166 0.030 -0.006 0.058
H -0.712 2.665 1.829 -0.059 -0.005 0.025
H -3.658 3.244 3.946 0.018 -0.040 -0.013
H -4.293 1.882 5.895 0.063 -0.014 -0.035
H -3.113 -0.255 6.344 0.017 0.024 -0.065
H -1.369 -1.040 4.756 -0.026 0.009 -0.007
H 0.418 0.109 2.957 0.099 0.061 0.037
H -2.619 -0.089 1.578 -0.094 -0.007 0.054
H -1.748 0.079 -3.755 -0.030 0.025 0.029
H -4.206 -0.001 -3.921 0.011 -0.006 0.013
H -5.578 -0.127 -1.863 0.064 -0.006 0.009
H -5.788 -0.303 0.458 0.028 0.019 -0.001
H -4.640 0.720 1.319 0.014 -0.072 -0.041
H -4.463 -1.041 1.349 -0.027 0.057 -0.067
H 1.653 2.205 0.706 0.059 -0.113 0.064
H 4.001 2.475 1.486 -0.041 -0.073 -0.005
H 5.305 0.472 2.169 -0.063 -0.009 -0.005
H 4.232 -1.754 2.136 -0.010 0.031 -0.025
H 2.426 -3.194 1.531 -0.038 0.052 -0.007
H 1.125 -2.563 0.500 -0.063 -0.017 -0.127
H 0.972 -2.483 2.240 0.044 0.020 -0.037
C 0.043 -4.428 -1.875 -0.053 -0.050 0.118
Sb 0.601 -2.480 -2.571 -0.189 0.319 -0.035
C 2.536 -3.026 -3.300 0.054 0.050 -0.015
C -0.420 -2.674 -4.442 -0.005 -0.016 -0.020
H 0.284 -5.170 -2.640 -0.037 0.090 0.100
H -1.032 -4.441 -1.676 0.134 -0.030 -0.017
H 0.575 -4.671 -0.951 -0.066 -0.001 -0.102
H 2.449 -3.863 -3.996 0.023 0.068 0.076
H 3.181 -3.307 -2.465 -0.029 0.027 -0.076
H 2.967 -2.161 -3.809 -0.028 -0.109 0.058
H -0.165 -3.638 -4.889 -0.035 0.081 -0.002
H -0.131 -1.867 -5.117 -0.023 -0.064 0.063
H -1.496 -2.622 -4.266 0.075 0.007 -0.034
```
Positions in Å, forces in eV/Å.

Calculated values
Energy in Eh: -3479.61971
Spin multiplicity: 2
Energy relative to the best compared isomer or geometry (same formula, charge and spin) in eV: 0.542
Orbital gap (alpha / beta) in eV: 7.8 / 7.9

These are the Löwdin partial charges, in e, on atoms 1 to 4: 0.155 -0.283 -0.204 -0.026

(2)
This record from the OMol25 dataset describes a molecular structure, C30H35F3N3O8Pb at a distorted geometry. The level of theory is wB97M-V/def2-TZVPD.

The geometry in XYZ format:
```
80
Properties=species:S:1:pos:R:3:forces:R:3
Pb -1.094 -0.979 1.056 -0.102 0.389 -0.878
O -3.669 -5.127 1.272 1.011 -1.322 -0.771
C -3.012 -3.970 1.500 -1.028 0.735 0.078
O -2.241 -3.490 0.705 -0.040 -0.463 0.665
C -3.505 -3.313 2.841 0.153 -0.094 -1.021
O -2.701 -2.157 3.019 -1.016 -0.613 0.759
C -3.214 -1.151 3.950 -0.354 -0.542 -1.022
C -2.107 -0.119 4.043 0.629 0.107 -1.589
O -1.889 0.298 5.153 0.500 0.874 0.722
O -1.468 0.215 2.925 -1.052 -0.108 1.670
H -3.220 -5.677 0.543 -0.849 1.578 1.275
H -3.392 -4.085 3.625 0.270 0.416 -0.030
H -4.607 -3.109 2.772 1.003 0.116 -0.254
H -3.420 -1.532 4.965 0.330 -0.219 -0.526
H -4.153 -0.723 3.537 0.590 -0.218 0.112
C 3.498 -0.103 -4.164 0.591 -0.086 0.542
C 2.352 -0.659 -3.328 1.086 -0.632 0.799
C 2.455 -1.969 -2.786 1.540 -0.357 -1.091
C 1.444 -2.495 -1.996 0.053 0.476 -0.125
C 1.648 -3.838 -1.297 0.070 0.786 -0.059
C 0.345 -1.664 -1.767 -0.211 -0.999 0.378
C 0.381 -0.247 -1.907 2.147 -0.889 -1.245
C 1.399 0.185 -2.851 -0.979 0.443 0.091
N -0.344 0.470 -1.109 -1.960 2.481 1.940
C -0.420 1.979 -1.222 0.012 -1.230 -0.865
C 0.970 2.647 -0.989 -0.417 -0.043 -0.164
C 0.865 4.160 -1.181 -1.253 0.532 -0.701
C 0.267 4.456 -2.646 1.115 0.512 1.519
C -1.108 3.829 -2.845 -0.718 0.634 0.368
C -2.138 4.391 -1.786 0.788 1.444 -1.341
C -1.577 4.098 -0.409 0.220 -0.131 1.210
C -0.160 4.739 -0.181 -0.427 -0.576 0.852
C -1.434 2.562 -0.195 -0.652 -0.715 -0.335
C -1.008 2.325 -2.645 0.479 -0.715 -0.831
H 4.424 -0.649 -3.910 -0.336 0.147 -0.114
H 3.720 0.964 -3.951 -0.405 -0.541 -0.148
H 3.365 -0.226 -5.234 -0.215 0.044 -0.256
H 3.372 -2.566 -3.065 -1.078 0.530 0.484
H 2.406 -4.390 -1.841 0.222 -0.205 0.072
H 0.759 -4.448 -1.254 -0.481 -0.114 -0.006
H 1.988 -3.675 -0.249 -0.139 -0.081 -0.670
H -0.573 -2.127 -1.433 -0.132 0.001 0.512
H 1.451 1.216 -3.159 -0.070 0.003 -0.126
H 1.709 2.241 -1.688 -0.118 0.128 0.382
H 1.296 2.407 0.036 -0.038 0.012 -0.186
H 1.853 4.640 -1.033 -0.439 -0.133 -0.276
H 0.989 4.052 -3.364 -0.147 0.096 -0.183
H 0.212 5.560 -2.762 0.075 -0.525 -0.092
H -1.430 4.104 -3.870 -0.082 -0.343 0.386
H -3.149 4.010 -1.947 0.171 -0.564 0.138
H -2.303 5.512 -1.956 0.600 -1.134 0.343
H -2.266 4.534 0.352 0.414 -0.430 -0.328
H 0.136 4.497 0.889 -0.201 0.276 -1.136
H -0.258 5.829 -0.248 0.202 -0.072 -0.133
H -2.403 2.031 -0.367 0.610 0.517 -0.018
H -1.183 2.295 0.854 0.278 0.333 -0.470
H -0.440 1.848 -3.515 -0.415 0.646 1.352
H -2.008 1.879 -2.733 0.127 0.002 0.314
N 6.432 -1.840 2.141 0.158 -0.269 0.007
C 5.516 -2.838 2.313 1.483 -2.949 0.006
O 5.787 -4.065 2.403 0.071 3.042 -0.138
C 4.136 -2.412 2.456 -2.707 -0.720 -0.242
C 3.720 -1.101 2.613 -0.201 -0.613 0.148
C 2.373 -0.855 2.813 -1.551 0.159 -0.282
N 1.404 -1.799 2.889 1.567 0.888 -0.052
C 1.815 -3.067 2.736 -1.123 1.151 -0.261
C 3.107 -3.404 2.438 1.480 -1.436 0.526
H 7.418 -2.055 2.148 -0.230 -0.186 -0.175
H 6.155 -0.953 1.750 0.023 -0.189 0.174
H 4.406 -0.282 2.611 0.236 0.393 0.046
H 2.012 0.180 2.836 0.109 -0.364 0.249
H 0.959 -3.735 2.794 0.542 -0.556 -0.078
H 3.335 -4.506 2.327 0.074 1.618 -0.012
F -5.004 1.999 0.814 -0.201 -0.488 -0.240
C -5.191 0.925 0.012 0.009 0.315 -1.098
F -6.532 0.728 -0.117 0.995 0.064 0.241
F -4.732 1.299 -1.242 -0.636 -0.428 1.324
C -4.392 -0.311 0.573 0.545 -1.028 1.051
O -4.920 -1.033 1.455 0.543 1.482 -1.905
O -3.211 -0.359 0.081 -1.119 -0.054 0.738
```
Positions in Å, forces in eV/Å.

Calculated values
Energy in Eh: -2422.96577
Energy relative to the best compared isomer or geometry (same formula, charge and spin) in eV: 1.082
Orbital gap in eV: 5.1
Net charge: -1

These are the Löwdin partial charges, in e, on atoms 1 to 4: 1.572 0.082 -0.462 0.008

(3)
This record from the OMol25 dataset describes a molecular structure, C30H35F6N4O5S8Yb at a distorted geometry. The level of theory is wB97M-V/def2-TZVPD.

The geometry in XYZ format:
```
89
Properties=species:S:1:pos:R:3:forces:R:3
Yb 0.510 0.221 -0.376 -0.487 -1.892 0.476
C 0.287 -4.179 -1.091 0.179 0.340 -0.089
C 0.625 -4.248 0.387 -0.175 0.277 0.140
S 0.302 -2.650 1.221 0.298 -0.291 0.186
C 1.545 -2.827 2.549 -0.198 0.051 -0.267
C 1.687 -1.548 3.351 -0.094 0.263 -0.338
S 1.985 -0.036 2.373 0.211 -0.094 0.295
C 3.789 -0.026 2.170 -0.388 -0.021 -0.077
C 4.331 -0.956 1.097 -0.107 0.145 -0.182
S 3.394 -0.936 -0.482 0.106 -0.379 -0.019
C 3.585 -2.733 -0.812 -0.055 0.334 -0.015
C 2.811 -3.204 -2.026 -0.327 0.173 0.052
S 1.040 -2.792 -1.998 -0.062 -0.344 0.012
H -0.784 -4.019 -1.231 -0.013 -0.072 -0.019
H 0.565 -5.106 -1.593 -0.069 -0.044 0.016
H 1.670 -4.516 0.539 -0.003 -0.012 0.015
H 0.005 -5.003 0.870 0.054 -0.070 -0.025
H 2.496 -3.113 2.099 0.005 -0.025 0.022
H 1.206 -3.633 3.200 0.107 -0.029 0.042
H 2.500 -1.645 4.069 -0.042 0.029 0.079
H 0.767 -1.344 3.899 0.024 -0.028 0.047
H 4.233 -0.277 3.132 0.076 0.053 -0.002
H 4.019 1.011 1.942 0.075 0.002 0.066
H 4.318 -1.987 1.448 0.023 -0.015 -0.025
H 5.358 -0.685 0.858 0.036 -0.057 0.067
H 3.268 -3.258 0.086 0.006 -0.014 -0.009
H 4.651 -2.904 -0.964 0.004 -0.054 0.027
H 2.910 -4.284 -2.137 0.065 0.001 -0.059
H 3.195 -2.732 -2.931 0.038 -0.063 -0.025
F -1.297 2.174 -2.265 0.118 0.195 -0.027
C -0.803 3.432 -2.219 -0.201 -0.238 -0.044
F -1.788 4.257 -2.478 -0.068 0.249 0.197
F 0.126 3.556 -3.150 0.136 0.014 0.110
S -0.137 3.697 -0.459 -0.485 -0.132 -0.966
O -0.295 2.349 0.113 -0.345 -0.048 0.055
O -0.903 4.753 0.073 0.178 0.242 0.290
N 1.405 3.989 -0.635 0.136 -0.071 0.057
S 2.197 2.643 -0.732 0.916 0.809 0.201
O 2.450 1.950 0.508 0.168 0.089 0.130
O 1.599 1.702 -1.684 0.099 -0.107 -0.687
C 3.835 3.131 -1.463 -0.106 0.113 -0.160
F 4.326 2.031 -2.018 0.023 0.054 0.019
F 3.650 4.064 -2.373 0.062 -0.070 0.026
F 4.637 3.550 -0.509 -0.076 0.048 0.044
N -3.081 -1.300 -3.031 -0.037 0.121 -0.016
C -4.011 -2.114 -2.343 -0.197 -0.198 0.130
C -5.014 -2.757 -3.046 0.012 0.043 -0.045
C -5.909 -3.584 -2.379 0.003 -0.013 -0.028
C -5.790 -3.779 -1.015 0.022 0.011 0.065
C -4.774 -3.140 -0.312 0.022 -0.001 0.053
C -3.898 -2.303 -0.975 0.394 0.261 -0.089
S -2.624 -1.463 -0.053 -0.562 -0.292 -0.046
N -1.609 -0.803 -1.262 0.447 0.155 0.033
C -1.941 -0.805 -2.513 -0.031 -0.063 0.189
C -0.952 -0.274 -3.488 0.110 0.022 -0.214
C -1.293 0.077 -4.786 0.002 -0.049 0.024
C -0.290 0.459 -5.662 -0.003 -0.011 0.010
C 1.020 0.446 -5.220 -0.025 -0.070 -0.026
C 1.262 0.130 -3.893 0.125 0.035 -0.004
N 0.301 -0.194 -3.031 -0.123 0.504 0.208
H -3.187 -1.284 -4.031 0.088 -0.034 -0.023
H -5.103 -2.612 -4.117 0.006 -0.004 0.007
H -6.693 -4.080 -2.934 0.001 0.011 -0.002
H -6.477 -4.428 -0.491 -0.012 0.011 -0.011
H -4.667 -3.285 0.757 -0.033 -0.043 -0.009
H -2.322 0.089 -5.120 0.008 0.001 0.009
H -0.532 0.753 -6.675 0.006 -0.018 -0.003
H 1.839 0.689 -5.882 0.015 0.028 0.035
H 2.271 0.149 -3.500 -0.023 0.050 -0.005
C 0.218 5.589 5.148 -0.010 -0.023 -0.025
C -0.359 4.429 4.391 -0.079 0.033 -0.012
C 0.134 3.135 4.560 -0.026 -0.070 -0.002
C -0.381 2.080 3.828 0.003 -0.032 0.054
C -1.379 2.316 2.898 -0.097 -0.051 -0.209
C -1.914 3.586 2.741 -0.078 -0.052 -0.132
C -1.406 4.629 3.493 0.002 0.034 0.055
S -2.019 1.000 1.872 -0.107 0.185 0.931
C -2.728 0.025 3.215 0.027 -0.070 -0.411
O -0.818 0.129 1.430 0.037 0.243 -0.093
H 0.819 5.255 5.992 0.003 0.029 0.006
H -0.571 6.245 5.514 0.010 -0.006 0.029
H 0.853 6.184 4.489 0.020 -0.004 0.029
H 0.917 2.945 5.284 0.009 0.040 -0.013
H -0.015 1.078 3.985 0.158 -0.065 -0.005
H -2.717 3.762 2.035 0.043 0.021 -0.048
H -1.823 5.622 3.375 0.009 -0.008 -0.020
H -1.977 -0.122 3.987 0.018 0.002 -0.031
H -3.055 -0.926 2.800 -0.020 0.010 0.026
H -3.576 0.584 3.608 0.017 0.023 -0.010
```
Positions in Å, forces in eV/Å.

Calculated values
Energy in Eh: -6702.44447
Spin multiplicity: 2
Energy relative to the best compared isomer or geometry (same formula, charge and spin) in eV: 0.032
Orbital gap (alpha / beta) in eV: 7.2 / 6.6
Net charge: +2

These are the Löwdin partial charges, in e, on atoms 1 to 4: 1.561 -0.494 -0.478 0.820